Entry 1:
Below is a structure of composition C4H86O43Sn in a non-equilibrium geometry, with properties calculated with ωB97M-V with the def2-TZVPD basis set.

Computed properties:
Energy ... -3653.59491 a.u.
Total charge ... -2
ΔE to the lowest compared entry with this formula, charge and spin ... 176.5 kcal per mole
HOMO energy ... -0.076 Ha
LUMO ... 3.03 eV
Orbital gap ... 5.106 eV

Element x y z (Å)
Sn -0.66045 -3.08802 -1.70221
O 0.85573 -0.33112 -1.20651
C 0.62203 0.27351 0.10902
C -0.83953 0.10720 0.75345
O -1.36211 -1.17527 0.97069
H 0.92042 1.31318 0.24375
H 1.21323 -0.26607 0.84891
H -1.50092 0.63663 0.06762
H -0.97100 0.61956 1.70650
O -3.46874 -3.65928 -3.38933
C -2.95232 -3.50946 -4.72940
C -2.34253 -2.09643 -5.18640
O -0.99039 -1.66014 -4.92154
H -3.74275 -3.96432 -5.32641
H -2.14572 -4.22735 -4.87823
H -3.02278 -1.26780 -4.98958
H -2.24391 -2.22362 -6.26445
O -5.17687 3.72778 0.24387
H -5.00273 4.09674 -0.62203
H -4.57336 4.18842 0.82681
O 0.62804 0.72863 -5.92390
H 1.38855 0.16203 -6.05360
H -0.03527 0.15569 -5.53920
O -3.35031 -1.21450 -1.16672
H -3.27011 -0.27606 -1.33742
H -2.91768 -1.34270 -0.32254
O -0.71905 4.30697 -0.93129
H -0.55701 3.51067 -0.42544
H -0.82574 4.00148 -1.83213
O 0.40220 0.47570 4.05008
H 0.61380 -0.40321 3.73550
H 0.80328 1.06295 3.40937
O -0.08556 -4.50501 3.14834
H -0.16413 -5.19144 3.81081
H -0.15146 -4.96855 2.31346
O 1.58387 0.75968 6.52356
H 1.09079 0.75132 5.70317
H 1.66041 -0.16288 6.76697
O 3.59291 -0.80448 -1.74770
H 3.56807 -0.54870 -2.66976
H 2.69877 -0.66500 -1.43578
O 0.66466 4.37731 2.09014
H 0.80566 4.18329 3.01681
H 1.52374 4.65119 1.76888
O 3.53858 -0.68349 3.04748
H 2.82819 -1.30042 3.22345
H 4.33163 -1.14807 3.31480
O 1.53040 5.98851 -1.13297
H 1.15390 6.86838 -1.11564
H 0.77463 5.40309 -1.08496
O 0.87484 -1.97474 2.97023
H 0.30994 -1.70987 2.24431
H 0.52396 -2.81976 3.25141
O -3.39453 -3.49787 2.43967
H -2.92741 -2.67720 2.28302
H -3.94616 -3.31846 3.20107
O 4.10153 2.21043 -0.44968
H 3.51235 2.33768 -1.19326
H 3.91891 2.94958 0.13044
O 3.98361 -2.95193 -4.89510
H 3.16146 -2.46480 -4.84011
H 4.64025 -2.35594 -4.53475
O 0.99409 -5.03342 0.22028
H 1.91411 -4.83113 0.39024
H 0.98935 -5.96592 0.00427
O 4.12638 -4.86566 1.73740
H 3.74444 -4.02142 1.49738
H 5.06565 -4.69383 1.80421
O -2.60710 1.79893 -5.22147
H -3.05488 1.02791 -5.56967
H -2.11496 1.47113 -4.46876
O -2.07819 2.01435 4.58000
H -1.25856 1.57655 4.80972
H -1.96170 2.91533 4.88148
O 3.24216 5.04903 0.90063
H 3.98269 5.53315 1.26599
H 3.00224 5.53634 0.11247
O 2.39428 1.60841 2.51563
H 2.02240 1.49110 1.64146
H 2.87402 0.79724 2.68318
O 1.59673 -1.54801 -3.87597
H 0.75793 -1.77580 -4.27690
H 1.36134 -1.04524 -3.09620
O -4.81817 2.84154 4.36226
H -4.87383 3.09453 3.44078
H -3.93246 2.49259 4.46224
O -2.20242 -1.10529 5.90847
H -1.92921 -0.41219 6.50947
H -2.17339 -0.69762 5.04291
O -2.92989 -0.44295 3.24275
H -2.37309 -0.64540 2.49094
H -2.86061 0.50635 3.34398
O 2.76753 -2.78743 0.65781
H 2.85334 -1.87989 0.36583
H 2.00307 -2.78294 1.23384
O 5.78001 0.14726 -0.51287
H 5.38214 0.99952 -0.33515
H 5.15757 -0.29201 -1.09239
O -5.27296 -3.15994 0.12590
H -4.84001 -3.00045 0.96456
H -5.80017 -3.94512 0.27349
O 1.00575 3.49047 4.79772
H 0.70024 2.64761 4.46234
H 0.81289 3.46006 5.73480
O 1.15462 3.39850 -5.17710
H 1.15811 3.05308 -4.28441
H 1.04691 2.62654 -5.73271
O 1.88164 2.08367 -2.57598
H 1.51147 1.36325 -2.06589
H 2.21688 1.66787 -3.37031
O -1.99873 3.32169 1.66892
H -1.19586 3.83681 1.74814
H -1.91736 2.64550 2.34151
O -2.76784 -4.99567 0.02067
H -3.40073 -4.62203 0.63392
H -2.27097 -5.62562 0.54269
O -6.54617 -0.09481 -1.31834
H -6.00786 0.61659 -0.97140
H -7.36447 -0.03916 -0.82487
O 4.05241 3.08037 3.96762
H 3.45044 2.76776 3.29223
H 3.48610 3.32315 4.70013
O -1.26612 0.38245 -2.95892
H -0.62642 0.17065 -2.27911
H -1.27934 -0.38939 -3.52488
O 1.74804 -4.66445 -2.82152
H 1.88130 -4.62195 -3.76845
H 2.50136 -5.15653 -2.49501
O -3.52875 1.44243 -1.58869
H -2.70119 1.39677 -2.06753
H -3.27902 1.70324 -0.70221
O 3.97628 0.03807 -4.54795
H 3.65655 -0.42711 -5.32100
H 4.50001 0.75761 -4.90038

Here are the Mulliken charges for atoms 1 to 2, given in e: number 1, Sn, carries 1.230; number 2, O, carries 1.059

***

Entry 2:
Below is an isolated molecule of C20H24BrN3O3S in a non-equilibrium geometry, with properties calculated with ωB97M-V with the def2-TZVPD basis set.

Computed properties:
Energy ... -4138.68698 a.u.
SMILES string ... CCCC/C(C)=N/NC(=O)CN(c1ccc(Br)cc1)S(=O)(=O)c1ccccc1
Total charge ... 0
ΔE to the lowest compared entry with this formula, charge and spin ... 41.2 kcal per mole
HOMO energy ... -0.312 Ha
LUMO ... 0.30 eV
Orbital gap ... 8.796 eV

Element x y z (Å)
C -5.78473 2.13994 -3.56144
C -6.18984 0.99531 -2.64098
C -5.15965 0.76974 -1.53720
H -4.18775 0.54937 -1.98067
H -5.04869 1.67727 -0.94350
C -5.55551 -0.38088 -0.61737
C -4.57961 -0.63450 0.49140
N -3.62283 0.19017 0.61530
N -2.63552 0.02405 1.56802
C -1.83584 -1.04966 1.69578
O -1.98838 -2.11201 1.11723
C -0.64030 -0.78651 2.62832
N 0.41161 -0.01322 1.99912
C 1.35103 -0.60022 1.15472
C 1.11125 -1.82032 0.52081
C 2.05370 -2.35853 -0.33490
C 3.23520 -1.67859 -0.56860
C 3.49866 -0.47609 0.06429
C 2.56257 0.05562 0.92861
H 2.77934 0.96872 1.45558
H 4.43238 0.03699 -0.10664
Br 4.51781 -2.40464 -1.77123
H 1.86102 -3.30067 -0.82447
H 0.18680 -2.35149 0.67772
S 0.34909 1.66946 2.07495
O -0.95866 1.98839 2.58578
O 1.46646 2.18977 2.80111
C 0.47167 2.16347 0.35695
C 1.45348 3.06408 -0.00863
C 1.55668 3.45150 -1.33438
C 0.67729 2.93631 -2.27347
C -0.30960 2.04121 -1.89173
C -0.41726 1.64932 -0.56730
H -1.18480 0.95755 -0.26252
H -0.99738 1.64594 -2.62295
H 0.75967 3.23568 -3.30739
H 2.32124 4.15224 -1.63243
H 2.11885 3.44620 0.74932
H -0.96844 -0.22097 3.50204
H -0.22908 -1.74766 2.94797
H -2.30212 0.91183 1.94836
C -4.84299 -1.82377 1.35815
H -4.14432 -2.62208 1.10402
H -4.66842 -1.56843 2.40359
H -5.86090 -2.18193 1.23209
H -5.65597 -1.30421 -1.19554
H -6.53267 -0.17736 -0.16853
H -7.16013 1.21929 -2.19168
H -6.30078 0.08068 -3.22839
H -5.68157 3.06375 -2.99678
H -6.53196 2.29223 -4.33670
H -4.83224 1.92464 -4.04059

Here are the Mulliken charges for atoms 1 to 2, given in e: number 1, C, carries -1.309; number 2, C, carries -0.390

***

Entry 3:
Below is an isolated molecule of C10H17N3O4 in a non-equilibrium geometry, with properties calculated with ωB97M-V with the def2-TZVPD basis set.

Computed properties:
Energy ... -856.43599 a.u.
SMILES string ... NC(=O)CC[C@H](N)C(=O)N1CCC[C@H]1C(=O)O
Total charge ... 0
ΔE to the lowest compared entry with this formula, charge and spin ... 72.5 kcal per mole
HOMO energy ... -0.327 Ha
LUMO ... 0.48 eV
Orbital gap ... 9.383 eV

Element x y z (Å)
C -0.53508 1.13763 -0.93288
C -0.05098 0.11526 0.04908
C 0.47885 1.46278 -2.06958
C 0.12116 0.91392 -3.46531
C -0.02385 -0.67377 -3.63420
C 0.66718 -0.76372 2.21024
C -0.78404 -1.23806 2.31337
C 1.10942 -0.08926 3.49373
C 1.41080 1.39557 2.98365
C 1.56135 1.24384 1.45348
H -1.51674 1.86591 0.56394
H -1.07163 2.92127 -0.70455
H -1.55670 0.78357 -1.34184
H 0.82279 2.53505 -2.16319
H 1.45007 0.92317 -1.83410
H 1.02933 1.11476 -4.07492
H -0.69174 1.47529 -3.88649
H -1.19634 -2.14370 -4.22377
H -2.06201 -0.58561 -4.29980
H 1.26083 -1.73570 1.99222
H 1.89079 -0.72167 3.95267
H 0.30335 -0.04115 4.22406
H 2.38279 1.64114 3.48521
H 0.63845 2.22035 3.19022
H 2.65734 1.12796 1.12108
H 1.24377 2.16440 1.00224
H -2.57337 -0.83477 1.65136
N -0.68315 2.22318 -0.00993
N -1.22049 -1.14050 -4.12518
N 0.71117 0.20854 1.12602
O -0.39506 -1.07602 -0.23470
O 0.85688 -1.46943 -3.30845
O -1.03656 -2.35241 2.75122
O -1.72434 -0.44888 1.79189

Here are the Mulliken charges for atoms 1 to 2, given in e: number 1, C, carries 0.436; number 2, C, carries 0.078

***

Entry 4:
Below is a cluster of 3 separate species, C13H23NO8P in total in a non-equilibrium geometry, with properties calculated with ωB97M-V with the def2-TZVPD basis set.

Computed properties:
Energy ... -1507.05789 a.u.
Total charge ... -1
HOMO energy ... -0.150 Ha
LUMO ... 2.13 eV
Orbital gap ... 6.196 eV

Element x y z (Å)
C 0.95571 1.10743 1.02412
C 1.11378 0.16808 0.24928
C 1.31974 -1.12219 -0.62959
P 1.73987 -2.59311 0.58788
C 3.36341 -2.78417 -0.41924
C 4.28784 -3.97869 0.12963
O 0.17394 -2.19623 1.29516
C -0.79669 -3.05289 0.64991
C 0.06174 -4.39450 0.36519
N -0.67992 -5.51503 -0.27578
O 1.15504 -3.88400 -0.43367
H 0.92888 1.64278 2.00679
H 2.16382 -0.94311 -1.37174
H 0.40558 -1.33597 -1.27160
H 2.46454 -1.55582 1.32372
H 2.13849 -3.42888 1.70401
H 3.06305 -3.05650 -1.48457
H 3.99837 -1.85331 -0.45573
H 5.21015 -3.50239 0.58731
H 3.76933 -4.60263 0.92275
H 4.54022 -4.63380 -0.76297
H -1.80451 -3.17657 1.14561
H -1.07809 -2.72047 -0.40903
H 0.36852 -4.65733 1.43664
H -0.14969 -6.39218 -0.16185
H -1.56532 -5.67697 0.22671
C -0.37989 3.89075 -2.46697
C -0.02241 4.54395 -1.16362
O 1.13909 3.83345 -0.75670
C 1.70315 3.30703 -1.87724
O 2.77622 2.79318 -1.91467
O 0.87850 3.44639 -2.95633
H -0.84656 4.58425 -3.16757
H -1.03416 3.02431 -2.33580
H 0.23204 5.60149 -1.28191
H -0.81205 4.45172 -0.42082
C -3.85098 2.70432 1.80534
C -4.99183 3.22629 0.97961
O -4.62049 4.58101 0.74360
C -3.26649 4.65272 0.86664
O -2.60984 5.60397 0.56922
O -2.75532 3.50011 1.37021
H -3.65664 1.64644 1.62979
H -4.00078 2.86458 2.87640
H -5.08293 2.71229 0.01900
H -5.94641 3.17020 1.50286

Here are the Mulliken charges for atoms 1 to 2, given in e: number 1, C, carries -0.175; number 2, C, carries -0.219